No. 1
ORCA calculation (the ωB97M-V functional and the def2-TZVPD basis) on C27H30N10S4V as an isolated structure.

The geometry in XYZ format:
```
72
Properties=species:S:1:pos:R:3:forces:R:3
C 4.1897 -2.0360 0.1072 -0.133 0.032 -0.034
C -2.0822 -2.3219 -1.4150 -0.044 -0.159 0.155
C -0.5360 4.2041 -0.7588 -0.130 -0.074 -0.084
N 1.4146 1.7400 1.0641 -0.123 -0.304 -0.386
S -2.0901 0.5210 1.5607 0.129 -0.026 -0.065
H -2.3575 2.8293 1.8341 0.034 -0.007 -0.019
N -3.6811 -3.5537 -2.4159 -0.130 -0.086 0.009
C 4.9410 4.9834 2.7712 -0.001 0.012 0.004
C 3.5512 4.9244 2.7602 0.036 0.076 0.051
C 3.5567 6.9818 3.9779 -0.067 -0.047 -0.017
H 6.6352 6.1450 3.3992 -0.022 0.006 0.006
C 3.1143 0.1448 1.2048 0.321 0.030 -0.083
H 1.8602 -1.1534 4.6200 0.012 0.014 -0.027
S -0.6101 -2.0452 -0.6103 0.278 0.255 -0.055
C -1.2756 -1.8657 2.8401 -0.027 -0.030 0.041
H 5.5505 4.2332 2.2833 -0.028 -0.002 -0.006
C 4.3473 -0.3396 1.6006 -0.046 -0.209 -0.035
N -0.2337 1.8463 -0.9005 -0.004 0.216 0.154
C 0.7874 0.6869 4.8372 0.064 0.028 0.047
C 3.3364 2.5040 2.1782 -0.061 -0.026 -0.013
H -1.0514 3.4359 3.6829 -0.026 -0.012 0.076
H -3.8291 0.2318 -2.2185 0.036 -0.012 -0.021
C 5.5542 6.0648 3.3888 0.008 -0.062 -0.041
H -5.9327 -1.2689 -2.0879 0.010 -0.004 -0.009
S -0.8546 1.4368 4.9904 0.020 0.003 -0.064
H 1.3952 5.0787 1.1493 -0.017 -0.008 0.004
H -1.9234 -4.3807 -1.7342 -0.020 0.019 -0.028
H -2.3995 -0.2755 3.7661 -0.005 -0.009 0.004
H 4.9246 0.1565 2.3712 0.019 -0.012 -0.010
H 3.0320 7.7883 4.4772 0.023 -0.002 -0.005
N 4.8826 7.0433 3.9833 0.033 0.079 0.050
H -1.0792 0.9595 -2.5554 0.042 0.022 0.021
H -1.3679 -2.5304 1.9841 0.004 -0.010 -0.022
C 1.6839 4.0575 1.3542 -0.068 -0.091 0.042
N 4.8811 -1.4331 1.0571 0.027 0.051 0.061
H -3.5534 0.0359 -0.6005 -0.010 -0.035 -0.011
S 0.4388 -1.3108 2.7623 -0.033 -0.047 -0.335
C 2.8300 3.8061 2.1191 0.031 0.048 0.022
N -3.1402 -1.5408 -1.7345 -0.041 0.160 -0.027
N -2.4620 -3.5328 -1.8264 0.144 0.040 -0.036
C -2.1924 2.0326 2.5632 -0.058 0.020 0.017
H 0.1968 -1.3750 5.1076 -0.001 0.006 -0.007
H -3.3161 -1.2456 2.6121 0.007 -0.006 -0.029
H -1.4030 -2.4765 3.7352 0.027 0.020 0.013
H -0.3864 5.1450 -0.2436 -0.012 -0.001 -0.011
C -0.9934 2.3740 3.4375 0.005 -0.024 -0.045
H 4.2966 2.3274 2.6428 -0.013 -0.030 -0.008
C -4.1019 -2.3345 -2.3465 -0.006 0.036 0.019
C 2.9275 -1.5817 -0.2868 -0.006 -0.122 0.113
C -5.3962 -1.8271 -2.8564 -0.012 0.026 0.000
V 0.2716 0.1501 0.4023 -0.432 -0.449 0.316
C 1.0011 2.9807 0.8157 0.330 0.159 0.068
H -0.0693 2.2165 2.8910 -0.013 0.023 0.020
N 2.3907 -0.5001 0.2580 -0.052 0.079 0.275
C 2.6095 1.4821 1.5880 0.078 0.339 0.018
H -5.2539 -1.1840 -3.7272 -0.005 0.007 0.014
N -1.2345 4.2425 -1.8916 0.013 0.088 0.053
H -3.1110 1.9597 3.1468 0.011 0.007 0.014
H -6.0038 -2.6760 -3.1578 0.010 -0.007 -0.011
C 0.8455 -0.7850 4.4589 -0.036 -0.005 0.017
C 2.8448 5.9524 3.3776 0.032 -0.008 -0.014
C -1.3893 3.1048 -2.5440 0.045 -0.170 0.035
H -1.9122 3.1332 -3.4919 -0.007 0.033 0.005
C -2.3468 -0.7879 2.8096 -0.016 0.050 0.050
H 1.2360 0.7705 5.8295 -0.018 0.012 0.002
N -3.1932 -0.1594 -1.5315 -0.036 -0.109 -0.030
C -0.9073 1.8941 -2.0419 -0.083 0.035 -0.001
H 4.6267 -2.9095 -0.3601 0.018 0.006 0.016
H 2.3433 -2.1079 -1.0306 0.004 0.018 -0.024
H 1.4031 1.3005 4.1772 -0.045 -0.011 -0.019
C -0.0091 3.0233 -0.2646 0.028 0.171 -0.166
H 1.7629 5.9478 3.4237 0.004 -0.008 -0.012
```
Forces are in eV/Å.

The spin multiplicity is 4. The net charge is +2.

No. 2
ORCA calculation (the ωB97M-V functional and the def2-TZVPD basis) on C18H24F12N3OP2SSiTc as an isolated structure.

The geometry in XYZ format:
```
63
Properties=species:S:1:pos:R:3:forces:R:3
C 0.6865 -0.6297 -4.2723 0.373 -0.416 -0.014
F 3.2340 2.1456 1.9262 -0.074 -0.153 0.019
H -0.7288 -0.9948 5.9745 0.027 0.023 -0.011
H -0.2659 2.8518 -3.4480 0.014 0.120 0.016
H -1.4793 4.0457 -2.9889 0.032 0.034 0.028
F -3.5812 -2.9717 1.2238 0.070 0.047 0.076
C 1.3223 -0.1060 3.3287 -0.123 0.206 -0.075
C 1.4181 -3.0097 1.1440 -0.041 -0.261 0.139
C 1.5914 -1.5503 -3.7015 -0.196 0.204 -0.221
H -2.6585 1.1819 2.0501 -0.012 -0.005 -0.026
H -2.0137 2.4347 1.2182 -0.071 -0.021 -0.030
C 4.1354 -2.1232 1.1292 0.045 0.121 -0.047
H 4.4950 -3.9250 2.2822 -0.021 -0.015 0.000
H 2.1196 -4.7305 2.1837 0.066 0.021 0.096
H 2.2068 -2.1576 -4.3550 0.025 0.029 0.030
C -0.0640 -0.0115 -2.0305 0.536 -0.324 -0.468
H -3.7170 2.3544 -0.0515 -0.084 0.129 -0.039
F 3.7471 4.3014 1.0534 -0.012 -0.040 0.015
C 1.8485 -1.8451 0.5141 -0.408 0.386 -0.375
C -0.8795 3.2099 -2.6209 0.101 -0.274 -0.399
C -0.1228 0.1125 -3.4730 -0.086 0.114 0.576
H -1.8595 -0.6277 3.6181 0.027 -0.006 -0.040
H -0.2088 3.5876 -1.8457 -0.019 0.044 0.020
F -3.9076 -1.4324 -0.3093 0.007 0.098 0.057
C -3.2684 0.9209 -2.7795 0.347 -0.113 -0.389
C 3.1902 -1.3727 0.4938 0.238 0.032 0.050
F 1.6868 3.6750 2.1574 -0.077 -0.093 0.014
F 3.0946 2.3659 -0.2384 -0.076 -0.112 -0.004
N 0.0891 -0.1494 2.8528 -0.118 -0.213 0.275
F -1.7252 -3.5606 0.2104 0.130 0.008 0.086
F -2.0764 -2.0572 -1.3332 0.062 0.040 0.104
H 0.6350 -0.5325 -5.3482 -0.002 -0.016 0.009
N -0.8049 0.6697 -1.1785 -0.477 -0.178 1.456
H -3.5857 0.0995 -2.1355 -0.071 0.035 0.016
P -3.0004 -2.7106 -0.1959 -0.243 -0.231 -0.514
H -2.4711 3.6643 -0.0778 -0.134 0.074 -0.067
F 1.6395 3.9847 -0.0109 -0.104 -0.091 -0.019
C 1.7023 -1.7185 -2.3218 0.118 -0.177 0.080
C 3.7484 -3.3274 1.7702 0.024 0.011 -0.024
P 2.6324 3.2711 0.9755 0.494 0.519 -0.049
H -1.3514 1.9871 2.6448 -0.024 -0.084 0.027
C -0.8119 -0.5011 3.8458 0.137 -0.057 -0.171
C -0.2420 -0.7081 5.0545 -0.005 -0.030 0.089
C 0.8951 -0.9688 -1.5189 -0.443 0.472 -0.529
H 2.1746 0.2070 2.7419 -0.038 0.064 0.009
C 2.3807 -3.7713 1.7539 -0.121 -0.044 -0.112
S 1.4419 -0.4562 4.9669 0.048 -0.028 0.158
H 3.4362 -0.4342 0.0052 -0.073 -0.017 0.009
H 2.3908 -2.4467 -1.9124 -0.007 -0.039 -0.082
H -3.6820 3.5504 -1.3351 -0.002 0.007 0.007
F 0.8576 1.5767 0.8314 0.061 -0.267 0.101
H -2.9222 0.4894 -3.7198 -0.118 -0.007 0.024
H -4.1362 1.5457 -2.9975 -0.025 -0.018 0.008
N -1.7764 1.6256 1.7896 0.237 0.109 0.049
O 0.8757 -1.0767 -0.1432 0.199 -0.274 0.350
H -0.8270 0.8001 -3.9160 0.040 -0.034 0.024
Si -2.0287 1.9616 -1.8818 -0.319 0.402 0.033
F -1.7390 -1.0989 1.0538 0.103 -0.051 0.148
C -3.0472 2.9503 -0.6763 0.359 -0.401 0.489
F -3.7641 -3.7088 -1.0524 -0.002 -0.052 0.055
H 0.3810 -3.3246 1.0862 0.019 0.081 -0.001
Tc -0.4779 0.2674 0.8390 -0.318 0.767 -1.079
H 5.1678 -1.7984 1.1502 0.009 -0.054 0.044
```
Forces are in eV/Å.

The spin multiplicity is 2. The net charge is +3.

No. 3
ORCA calculation (the ωB97M-V functional and the def2-TZVPD basis) on a 2-piece molecular cluster, C4H12 overall.

The geometry in XYZ format:
```
16
Properties=species:S:1:pos:R:3:forces:R:3
H 1.0483 1.9529 2.0227 -0.701 0.944 -0.654
H -0.7201 0.2593 -3.3727 -0.680 -0.832 1.534
C -1.3199 -0.9524 -1.5053 1.099 2.863 4.189
C 1.1166 -0.3055 1.7377 0.451 1.139 -0.283
C -1.4466 0.1825 -2.4756 0.201 -0.398 -2.967
H -0.5651 -0.7918 -0.6629 -0.328 0.355 -1.220
C 1.6266 1.1077 2.2528 2.162 -3.307 -4.615
H 2.6340 1.0221 1.6622 -1.429 1.497 1.656
H 1.7583 1.0091 3.2431 0.787 0.116 3.528
H -2.4088 -0.0176 -2.9651 0.037 0.632 -0.119
H -1.4124 1.1956 -2.1424 -0.330 0.494 0.991
H -0.9801 -1.8366 -1.8661 0.295 -2.779 -1.575
H -2.1838 -1.0354 -0.8296 -0.308 -0.341 -0.866
H 0.0774 -0.3293 1.5598 -1.334 0.156 -0.543
H 1.6611 -0.5581 0.8029 -0.562 -0.169 0.678
H 1.2313 -1.0643 2.4908 0.639 -0.368 0.266
```
Forces are in eV/Å.

Computed E, in the same sequence as the records: -112403.9523 -97654.4311 -4341.1673 eV.
Computed energy above the lowest of the compared OMol25 structures with the same formula, charge and spin, in the same sequence as the records: 84.1 20.0 131.3 kJ/mol.